Record 1
Below is a molecular structure, C3H9FIN2O4PS2, with properties calculated with ωB97M-V/def2-TZVPD.

Relative energy (zero: lowest compared OMol25 entry of this formula, charge and spin)   0.00 kJ/mol
Charge   0
Molecular weight   378.12 g/mol
HOMO-LUMO gap   9.2820 eV
Electronic energy   -56204.6087 eV
Lowest unoccupied orbital energy   -0.010 eV

Element x y z (Å)
I: -2.812 -0.162 0.654
S: 0.030 -0.143 3.448
S: 0.492 2.611 2.711
P: -2.108 1.540 2.219
F: 1.453 -0.404 2.828
O: 0.283 0.295 4.775
O: -0.461 1.281 -1.919
O: -2.807 0.967 3.571
O: -0.756 -1.279 3.153
N: 0.555 -0.544 -2.793
N: -0.393 1.107 2.460
C: -0.113 0.624 -2.879
C: 0.888 -1.049 -1.471
C: 0.946 -1.298 -3.963
H: -0.015 -1.207 -0.880
H: 1.515 -0.335 -0.935
H: 0.617 -0.773 -4.858
H: 2.031 -1.413 -4.008
H: 1.421 -1.991 -1.576
H: 0.492 -2.291 -3.957
H: -2.600 1.508 4.347
H: -0.319 0.932 -3.918
H: 1.661 2.022 2.990

=====

Record 2
Below is a molecular structure, C38H44OP2Tc, with properties calculated with ωB97M-V/def2-TZVPD.

<S²>   3.9180
Charge   +2
Molecular weight   676.72 g/mol
Multiplicity   4
HOMO-LUMO gap (alpha / beta)   5.2610 / 6.4414 eV
Electronic energy   -62919.0669 eV
Lowest unoccupied orbital energy (alpha / beta)   -8.661 / -7.406 eV

Element x y z (Å)
Tc: 0.765 -0.507 -4.780
P: -0.236 -1.670 -6.990
P: 1.114 0.742 -6.996
O: 0.484 -1.272 -2.647
C: 2.418 -1.949 -1.329
C: 1.759 -0.197 -9.637
C: -0.618 0.864 -7.563
C: -2.018 2.064 -3.780
C: 2.818 1.879 -9.157
C: 0.347 -1.736 -0.134
C: -1.604 -3.449 -10.646
C: -3.325 1.197 -3.340
C: 1.986 0.840 -8.707
C: -2.502 -3.237 -6.386
C: 3.077 2.445 -5.894
C: -1.509 -2.595 -9.534
C: -0.833 -2.846 -4.638
C: 1.082 -1.231 -1.401
C: 3.189 0.826 -11.331
C: -3.197 0.089 -2.328
C: -3.284 -3.977 -5.473
C: 1.397 4.671 -5.683
C: 3.404 1.885 -10.437
C: -1.708 -3.469 -3.691
C: 3.478 3.568 -5.150
C: -1.860 1.199 -0.583
C: 0.104 1.555 -2.528
C: 1.776 2.389 -6.393
C: 0.953 3.554 -6.420
C: -2.916 -4.017 -4.136
C: -1.337 -2.657 -5.928
C: 2.617 4.662 -4.991
C: -1.356 -0.302 -7.357
C: -0.466 -2.733 -8.589
C: 2.323 -0.208 -10.918
C: -0.690 -4.489 -10.847
C: -0.579 1.779 -1.283
C: 2.775 -0.496 -4.664
C: -2.631 0.082 -1.152
C: 0.392 -3.834 -8.763
C: -0.550 1.628 -3.759
C: 0.280 -4.686 -9.863
H: 2.969 -1.488 -0.508
H: 3.184 -0.584 -5.662
H: 0.742 5.548 -5.633
H: 4.042 2.710 -10.774
H: 4.451 3.563 -4.702
H: 1.215 -0.133 -1.261
H: 2.173 -2.967 -1.063
H: -1.557 0.831 0.394
H: -4.034 1.995 -3.089
H: -2.559 2.024 -0.430
H: -3.593 -4.512 -3.397
H: -2.268 -1.816 -9.421
H: -2.379 -0.473 -7.189
H: 0.091 -2.777 -0.279
H: -0.069 2.450 -4.430
H: 2.975 -1.937 -2.216
H: 3.666 0.805 -12.329
H: -1.393 -3.524 -2.662
H: 2.914 5.507 -4.363
H: 0.196 1.859 -0.524
H: -2.086 2.991 -3.187
H: 0.215 -2.541 -4.325
H: -2.807 -3.145 -7.440
H: -0.523 -1.144 0.120
H: -4.163 -4.489 -5.845
H: 3.059 0.409 -4.204
H: -0.013 3.572 -6.965
H: 1.207 1.752 -2.584
H: -2.311 2.401 -4.782
H: -2.426 -0.930 -0.778
H: 1.128 -1.044 -9.360
H: 2.094 -1.003 -11.645
H: -2.403 -3.301 -11.374
H: 1.169 -4.015 -8.021
H: 3.060 2.711 -8.509
H: -0.997 1.770 -8.094
H: -3.845 -0.803 -2.662
H: 3.091 -1.248 -4.071
H: 3.739 1.594 -6.011
H: -0.743 -5.115 -11.727
H: -0.844 2.830 -1.358
H: 0.970 -5.526 -9.969
H: 1.110 -1.715 0.675
H: -3.631 0.735 -4.311

=====

Record 3
Below is a molecular structure, C8H17BO7STm, with properties calculated with ωB97M-V/def2-TZVPD.

<S²>   2.0062
Charge   +3
Molecular weight   437.03 g/mol
Multiplicity   3
HOMO-LUMO gap (alpha / beta)   9.0877 / 5.8679 eV
Electronic energy   -63911.3688 eV
Lowest unoccupied orbital energy (alpha / beta)   -10.753 / -13.617 eV

Element x y z (Å)
Tm: -4.435 1.864 -1.705
S: -3.086 2.493 0.611
O: -2.154 2.005 1.710
O: -0.343 -0.258 -2.137
O: 2.970 -1.583 0.259
O: -4.173 1.496 0.537
O: -3.607 3.783 0.768
O: -2.059 2.423 -0.593
O: 1.480 1.745 0.226
C: 2.423 0.750 -0.127
C: -2.836 -0.280 -1.608
C: 0.403 2.081 -0.610
C: -1.145 1.100 1.177
C: 3.071 -2.750 1.018
C: -0.960 1.415 -0.323
C: 1.829 -3.662 0.744
C: 2.465 -0.413 0.868
B: -1.328 0.241 -1.379
H: 1.536 -4.059 1.710
H: 0.240 3.143 -0.425
H: 3.388 1.238 -0.023
H: -3.195 -0.865 -0.764
H: 2.068 -4.469 0.068
H: 1.004 -3.061 0.380
H: 2.349 0.424 -1.162
H: -0.265 1.322 1.766
H: -1.428 0.074 1.393
H: 3.195 -0.170 1.654
H: 0.683 1.981 -1.655
H: -2.871 -0.915 -2.489
H: -0.339 -1.214 -2.252
H: 1.527 -0.649 1.380
H: 3.988 -3.264 0.732
H: 3.122 -2.514 2.077
H: -3.515 0.547 -1.828